1.
48
Properties=species:S:1:pos:R:3:forces:R:3 method="wB97M-V/def2-TZVPD" lumo_energy_ev=0.108 relative_energy_ev=1.893 e_tot_ev=-51759.2624 homo_ev=-8.414 smiles="CCN1CCc2nc(NC(=O)c3ccc(S(=O)(=O)N(C)C)cc3)sc2C1"
C 1.30851 5.99372 -0.69345 0.2 -0.3 0.1
C 2.41322 5.09070 -0.13283 -0.1 0.2 0.0
N 2.53926 3.77816 -0.73167 0.0 -0.1 0.1
C 2.89821 3.77092 -2.13795 0.2 -0.2 -0.1
C 3.55637 2.43228 -2.48505 -0.1 0.1 0.0
C 2.68711 1.33118 -1.98238 -0.6 0.6 0.7
N 2.79315 0.04455 -2.40794 0.3 -0.8 -0.5
C 1.93979 -0.72596 -1.82925 -0.5 0.9 0.7
N 1.88504 -2.06286 -2.12612 0.4 -0.6 -0.5
C 1.08528 -3.07582 -1.66020 0.1 0.2 0.0
O 1.22068 -4.20085 -2.07819 -0.1 -0.2 0.0
C 0.07057 -2.68441 -0.63257 -0.2 -0.3 0.2
C 0.40331 -2.72517 0.71763 -0.1 -0.1 -0.2
C -0.52988 -2.33776 1.66422 0.0 0.0 0.2
C -1.78128 -1.92718 1.24945 -0.2 0.3 0.4
S -2.97124 -1.32010 2.44245 0.1 0.3 -0.3
O -4.23156 -1.96567 2.23238 -0.1 0.0 -0.2
O -2.39098 -1.36901 3.75600 0.3 0.0 -0.1
N -3.12281 0.27730 1.90015 0.1 -1.1 0.1
C -1.92365 1.03553 2.17165 0.4 0.2 0.1
C -4.34048 0.90960 2.36233 -0.4 -0.1 0.2
C -2.14002 -1.92809 -0.08429 0.0 -0.1 -0.2
C -1.20972 -2.31244 -1.03342 0.0 -0.1 0.1
S 0.88817 0.08424 -0.66795 0.6 0.3 -0.5
C 1.72687 1.55929 -1.04874 0.2 -0.4 -0.3
C 1.42856 2.89014 -0.45410 -0.2 0.1 0.1
H 1.32971 6.95192 -0.18157 0.0 0.1 0.0
H 1.45591 6.16847 -1.75645 0.0 0.1 -0.1
H 0.32701 5.55005 -0.54471 -0.1 0.0 0.0
H 3.37870 5.59013 -0.25445 0.0 0.0 0.1
H 2.24810 4.94119 0.93808 0.1 0.1 0.0
H 2.01943 3.91832 -2.78861 0.0 0.1 0.0
H 3.60198 4.58446 -2.32035 -0.1 0.0 0.0
H 4.53358 2.36336 -2.00183 0.1 0.0 -0.1
H 3.70109 2.33310 -3.56129 0.0 0.0 0.0
H 2.57099 -2.34392 -2.82157 -0.1 0.0 0.1
H 1.39004 -3.04272 1.01886 0.1 0.0 0.0
H -0.30520 -2.33676 2.71916 0.1 0.0 0.1
H -1.73739 1.12889 3.24759 0.0 0.1 0.0
H -2.02371 2.02738 1.73238 0.0 0.0 -0.1
H -1.08094 0.52410 1.70885 0.1 0.2 0.0
H -4.28000 1.19907 3.41747 0.0 0.0 0.0
H -4.53679 1.79303 1.75447 0.0 0.0 0.0
H -5.14611 0.19094 2.23526 -0.2 0.2 0.0
H -3.13700 -1.62255 -0.35640 -0.1 0.0 -0.1
H -1.46386 -2.31369 -2.08251 0.0 0.0 -0.1
H 0.46908 3.25773 -0.86950 0.1 0.0 0.1
H 1.30953 2.80581 0.63090 0.0 0.1 0.0

2.
50
Properties=species:S:1:pos:R:3:forces:R:3 method="wB97M-V/def2-TZVPD" lumo_energy_ev=-0.848 relative_energy_ev=1.595 e_tot_ev=-62838.7716 homo_ev=-10.177 smiles="O=[N+]([O-])c1ccccc1.O=[N+]([O-])c1ccccc1.O=[N+]([O-])c1ccccc1.ClCCCl"
O 15.70887 18.90785 -6.89797 -0.1 -1.0 -0.3
N 14.95511 17.94878 -6.99204 -1.4 1.0 -0.1
O 14.33193 17.46856 -6.05184 0.6 0.0 -0.7
C 14.60825 17.43961 -8.36562 -0.2 -0.8 -0.5
C 13.37902 16.73176 -8.57003 1.1 1.5 0.2
C 13.17383 16.11392 -9.79003 1.0 -0.3 -0.5
C 14.20024 16.11606 -10.74019 0.2 0.6 0.3
C 15.35615 16.89878 -10.57401 -1.2 -1.9 -0.5
C 15.56118 17.56198 -9.39422 -0.1 0.2 1.1
H 12.58043 16.82670 -7.84916 0.2 -0.4 0.3
H 12.30518 15.52313 -10.04065 -0.3 0.2 0.4
H 14.09853 15.48988 -11.61423 0.0 0.1 -0.2
H 16.11800 16.73457 -11.32169 0.2 0.7 0.0
H 16.49062 18.10210 -9.29017 -0.1 0.1 0.5
O 5.97352 26.38636 2.03094 -0.2 -2.0 0.0
N 6.31816 25.39604 2.69714 0.2 1.6 -0.9
O 6.91142 25.55045 3.73389 0.2 -1.1 0.8
C 6.05958 24.00310 2.18202 -0.9 0.7 -2.4
C 5.61337 23.90092 0.82706 0.1 -0.1 1.0
C 5.26323 22.65375 0.30184 0.0 0.0 1.7
C 5.36126 21.53222 1.14038 0.5 0.1 0.7
C 5.77558 21.63364 2.50232 -0.1 0.1 -2.5
C 6.16966 22.86972 2.95559 0.2 0.3 1.4
H 5.53706 24.77215 0.19340 0.0 0.2 0.3
H 4.78641 22.55881 -0.66255 0.4 0.1 -0.2
H 5.20984 20.56372 0.68708 -0.4 -0.2 0.2
H 5.89355 20.77421 3.14564 -0.1 -0.1 -0.1
H 6.57130 22.89084 3.95791 -0.1 0.5 0.1
O 3.88920 12.58051 -5.12503 0.2 2.3 -0.3
N 3.92515 13.75983 -5.53402 0.1 -1.4 -0.6
O 3.22143 14.17467 -6.44831 0.6 0.0 1.1
C 4.95490 14.67522 -4.96597 1.5 1.7 0.3
C 5.90427 14.21605 -4.03965 -1.5 -1.5 -0.3
C 6.83923 15.03908 -3.51162 1.1 2.1 -0.1
C 6.91618 16.40526 -3.89194 0.2 -0.9 0.8
C 6.10432 16.89732 -4.87191 -1.1 -1.5 -1.0
C 5.14776 16.00107 -5.42638 -0.6 -0.7 -0.3
H 5.85590 13.17566 -3.75390 0.0 -0.1 0.1
H 7.65158 14.71426 -2.87840 -0.3 -0.4 0.3
H 7.63185 17.03496 -3.38429 0.2 0.1 -0.2
H 6.25979 17.86228 -5.33135 -0.2 0.1 0.2
H 4.56099 16.27416 -6.29096 -0.2 0.4 0.1
Cl 12.88633 19.69932 2.88624 -0.2 -0.1 -0.1
C 12.61218 18.19574 1.95343 -0.7 -1.0 0.5
C 11.63680 17.25332 2.72950 0.3 1.6 0.9
Cl 11.72466 15.56791 2.27623 0.1 -0.4 -0.5
H 13.57963 17.69915 1.87912 -0.1 0.1 -0.3
H 12.18467 18.45816 0.98571 0.3 0.0 0.1
H 10.60553 17.60591 2.71266 0.0 -0.1 -0.6
H 11.86984 17.31853 3.79230 0.4 -0.2 -0.1

3.
19
Properties=species:S:1:pos:R:3:forces:R:3 method="wB97M-V/def2-TZVPD" lumo_energy_ev=-3.478 relative_energy_ev=12.262 e_tot_ev=-10937.0047 homo_ev=-8.247
O -0.70646 -0.91786 -0.92915 3.2 4.0 -3.8
C -0.78331 0.50989 -1.28598 -2.2 -3.1 -3.1
C -0.23130 1.24274 -0.10618 1.6 4.7 1.1
C 1.07827 0.54457 0.30780 0.2 -0.1 -1.8
C 1.01230 -0.29977 1.51921 0.3 -2.3 2.1
C 0.16087 -1.29325 1.88511 0.8 0.2 0.2
N -0.24307 1.97165 -1.32561 -0.6 -5.6 1.8
H -1.52158 0.51566 -2.13914 0.5 0.6 1.2
H -0.70266 1.79818 0.69151 -0.7 -0.6 0.4
H 1.77983 1.41982 0.16030 -0.3 -1.1 1.2
H 1.37013 -0.18292 -0.49967 -0.2 0.9 0.5
H 1.87873 -0.39232 2.15582 0.9 0.6 -0.5
H -0.86096 -1.31368 1.59962 -1.1 -0.2 -0.8
H 0.39553 -2.18975 2.54916 0.3 1.9 -0.4
H 2.11848 1.09657 -2.64401 1.0 0.6 -2.1
H 2.45302 1.30756 -3.36909 -1.0 -0.6 2.1
H -1.44046 -1.10054 -0.31857 -3.4 -0.6 2.9
H -3.28042 -1.64750 0.93243 1.4 1.0 -0.4
O -2.47694 -1.06904 0.81644 -0.9 -0.5 -0.6

4.
39
Properties=species:S:1:pos:R:3:forces:R:3 method="wB97M-V/def2-TZVPD" lumo_energy_ev=-5.310 relative_energy_ev=1.371 charge=+1 e_tot_ev=-30305.8344 homo_ev=-10.966
Ir 0.79848 -0.62119 -0.10850 -0.3 -0.8 0.0
O 1.49702 3.06589 2.48146 0.0 0.0 0.0
C 0.18815 3.27857 2.69384 0.0 0.0 0.0
C -0.14294 4.39239 3.46751 0.0 0.0 0.0
C -1.45952 4.68734 3.73350 0.0 0.0 0.0
C -2.49132 3.88315 3.23838 0.0 0.0 0.0
C -2.17847 2.78761 2.47605 0.0 0.0 0.0
C -0.83952 2.46082 2.18268 0.0 0.0 0.0
C -0.56143 1.29559 1.36109 0.0 -0.1 0.1
O 0.69259 0.99721 1.10326 0.1 0.2 -0.2
N -1.57355 0.55418 0.92915 -0.1 0.0 -0.1
N -1.11521 -0.49599 0.21316 0.1 0.6 0.3
C -1.87688 -1.42101 -0.25403 -0.1 0.1 0.1
C -1.20113 -2.50280 -0.94929 0.1 -0.2 -0.2
C -1.87790 -3.58690 -1.47923 0.0 0.1 0.1
C -1.15544 -4.61778 -2.05867 0.1 0.0 0.0
C 0.22598 -4.54176 -2.06955 0.0 -0.1 0.0
C 0.84029 -3.42190 -1.53764 -0.1 0.1 0.1
N 0.15522 -2.40579 -1.01103 0.2 -0.1 -0.2
H 1.59899 2.26734 1.93828 0.0 0.0 0.0
H 0.66389 5.00452 3.84591 0.0 0.0 0.0
H -1.69609 5.55438 4.33636 0.0 0.0 0.0
H -3.52268 4.12190 3.45467 0.0 0.0 0.0
H -2.95742 2.15096 2.08266 0.0 0.0 0.0
H -2.94575 -1.38973 -0.08865 0.0 0.0 0.0
H -2.95690 -3.61801 -1.42192 0.0 0.0 0.0
H -1.66480 -5.47418 -2.47843 0.0 0.0 0.0
H 0.83333 -5.33536 -2.47949 0.0 0.0 0.0
H 1.91550 -3.33277 -1.52145 0.0 0.0 0.0
C 2.10522 -0.99662 -3.20679 -0.1 0.1 0.0
C 1.30743 0.02154 -2.80351 -0.2 -0.1 -0.4
C 1.74428 0.51838 -1.49123 0.2 -0.3 0.2
C 2.88774 -0.35947 -1.11293 -0.2 0.7 0.1
C 3.07549 -1.21522 -2.17271 0.3 -0.2 0.0
H 1.99908 -1.58708 -4.10319 0.0 0.0 0.0
H 0.42201 0.38258 -3.30791 0.0 0.0 0.0
H 1.75303 1.58417 -1.28783 0.0 0.0 0.2
H 3.62941 -0.15035 -0.35688 0.0 0.0 0.0
H 3.88379 -1.93460 -2.23707 0.0 0.0 0.0